(1)
The following is a quantum chemistry calculation of a single C20H21N5O2 molecule, from the Open Molecules 2025 dataset.

Geometry as ORCA input:
```
! wB97M-V def2-TZVPD RIJCOSX def2/J DEFGRID3
* xyz 0 1
N 1.74358 2.48202 4.54217
N 2.10070 4.02273 0.15594
N 0.11535 3.42485 -0.96629
N 2.71852 3.08856 5.08369
O 0.28137 2.21498 2.62455
O 0.09013 -4.35403 0.09983
C 1.35868 3.91621 -0.88627
C 1.49862 2.54368 3.24654
C 1.55328 3.44662 1.22371
C -0.34694 2.77796 0.12054
C 3.70195 3.66715 4.28220
C -2.91135 -0.89164 -1.31942
C -0.71169 -0.33653 -0.82846
C -2.64721 -2.27099 -1.24727
C -0.32067 -1.70835 -0.72582
C 0.42096 2.73354 1.31808
C 2.29629 3.32504 2.44588
C 3.61756 3.72653 2.88583
C -1.92764 0.09956 -1.01904
C -1.30636 -2.68871 -1.06097
N -1.62925 2.27019 0.11530
C 4.69240 4.55047 4.84760
C 4.61039 4.32965 2.04006
C -2.09052 1.58775 -1.09060
C -0.08933 -4.69513 -2.21249
C -1.92064 -5.19706 -0.61576
C -0.82894 -4.16321 -1.01311
H -0.39297 -4.11617 0.93620
H 1.87063 4.25679 -1.73407
H -3.91123 -0.55849 -1.52564
H 0.03604 0.43615 -0.87768
H -3.33657 -3.12228 -1.50299
H 0.70350 -2.02704 -0.62663
H -1.88667 1.91340 1.01175
H 4.62685 4.63804 5.90904
H 4.42452 5.51243 4.44511
H 5.74018 4.25968 4.55972
H 4.24062 5.31249 1.86300
H 5.65346 4.25622 2.43422
H 4.69549 3.86901 1.04288
H -3.16016 1.77898 -1.16364
H -1.73833 1.95617 -2.17201
H 0.84017 -4.18210 -2.35594
H 0.25118 -5.74916 -2.10033
H -0.67501 -4.67083 -3.18493
H -2.65766 -5.36193 -1.49894
H -2.54656 -4.70719 0.23756
H -1.44624 -6.19552 -0.34264
*
```

Summary:
lowest unoccupied orbital energy = -0.010 Ha
HOMO energy = -8.91 eV
relative energy (zero: lowest compared OMol25 entry of this formula, charge and spin) = 87.12 kcal/mol
Kohn-Sham gap = 8.653 eV

natural (NBO) population analysis, charges in e, atoms 1 to 4: number 1, N, carries -0.216; number 2, N, carries -0.464; number 3, N, carries -0.500; number 4, N, carries -0.174

=====

(2)
The following is a quantum chemistry calculation of 2 unconnected molecules or ions with the total composition C6H11NO, from the Open Molecules 2025 dataset.

Geometry as ORCA input:
```
! wB97M-V def2-TZVPD RIJCOSX def2/J DEFGRID3
* xyz 0 1
C 1.16722 -0.99038 -2.03642
C 1.05154 -0.78088 -0.55117
C 1.12070 -1.70346 0.47146
N 0.58428 -1.08775 1.60864
C 0.22906 0.17423 1.28481
C 0.65534 0.48086 0.00685
C 0.43285 1.79144 -0.58944
H 1.86022 -0.34285 -2.59207
H 0.14061 -1.01944 -2.45524
H 1.58491 -1.97365 -2.25205
H 1.34906 -2.74565 0.44789
H 0.39261 -1.52549 2.48938
H -0.21916 0.87275 1.97862
H 0.78219 1.78781 -1.63028
H -0.58644 2.16659 -0.63346
H 1.20515 2.44529 -0.14882
H -3.56728 0.73804 2.27848
H -3.95477 0.79040 0.69837
O -4.22809 0.92213 1.62445
*
```

Summary:
lowest unoccupied orbital energy = 0.026 Ha
HOMO energy = -8.05 eV
relative energy (zero: lowest compared OMol25 entry of this formula, charge and spin) = 27.30 kcal/mol
Kohn-Sham gap = 8.762 eV

natural (NBO) population analysis, charges in e, atoms 1 to 4: number 1, C, carries -0.638; number 2, C, carries -0.070; number 3, C, carries -0.098; number 4, N, carries -0.507

=====

(3)
The following is a quantum chemistry calculation of a molecular structure, Br4Hg, from the Open Molecules 2025 dataset.

Geometry as ORCA input:
```
! wB97M-V def2-TZVPD RIJCOSX def2/J DEFGRID3
* xyz -1 2
Hg -0.21900 -0.46322 0.23108
Br -2.82228 -0.38828 -0.86233
Br 1.17973 -1.12031 -2.06636
Br 2.13637 -0.36341 1.81215
Br -0.27481 2.33522 0.88545
*
```

Summary:
lowest unoccupied orbital energy (alpha / beta) = 0.058 / -0.043 Ha
HOMO energy (alpha / beta) = -5.75 / -5.75 eV
expectation value of S² = 0.771
Kohn-Sham gap (alpha / beta) = 7.331 / 4.587 eV

natural (NBO) population analysis, charges in e, atoms 1 to 4: number 1, Hg, carries 1.187; number 2, Br, carries -0.696; number 3, Br, carries -0.744; number 4, Br, carries -0.487

=====

(4)
The following is a quantum chemistry calculation of 2 unconnected molecules or ions with the total composition C5H14, from the Open Molecules 2025 dataset.

Geometry as ORCA input:
```
! wB97M-V def2-TZVPD RIJCOSX def2/J DEFGRID3
* xyz 1 2
C -1.68703 -1.38793 1.04642
C -2.21950 -0.45539 -0.17775
H -1.90285 -2.35421 0.76452
H -0.63570 -1.31558 1.35414
H -2.25904 -1.17374 2.01734
H -2.06237 -0.92051 -1.09163
H -1.58011 0.40528 -0.41868
H -3.20337 -0.09529 0.05490
C 1.73298 1.07952 -0.62293
C 1.02627 -0.16838 -1.22994
C 1.38341 1.02867 0.91302
H 2.77888 0.92308 -0.91905
H 1.28292 2.07861 -1.02399
H 0.98786 0.04462 -2.29613
H 1.15975 -0.03104 1.28661
H 2.27495 1.26970 1.49692
H -0.17130 -0.08396 -1.06962
H 1.37222 -1.06813 -0.95634
H 0.54137 1.74225 1.22803
*
```

Summary:
lowest unoccupied orbital energy (alpha / beta) = -0.108 / -0.398 Ha
HOMO energy (alpha / beta) = -16.06 / -15.82 eV
expectation value of S² = 0.753
relative energy (zero: lowest compared OMol25 entry of this formula, charge and spin) = 39.11 kcal/mol
Kohn-Sham gap (alpha / beta) = 13.121 / 4.995 eV

natural (NBO) population analysis, charges in e, atoms 1 to 4: number 1, C, carries -0.615; number 2, C, carries -0.581; number 3, H, carries 0.224; number 4, H, carries 0.192

=====

(5)
The following is a quantum chemistry calculation of a molecular structure, C29H36N2OP2Ti, from the Open Molecules 2025 dataset.

Geometry as ORCA input:
```
! wB97M-V def2-TZVPD RIJCOSX def2/J DEFGRID3
* xyz 1 2
C 3.98883 -2.30017 -1.36656
C 2.60792 -2.07408 -1.35887
C 1.84967 -2.43487 -0.21255
C 2.53890 -2.67943 1.01278
C 3.95925 -2.78214 0.99638
C 4.66373 -2.65761 -0.18523
C 1.74210 -2.71736 2.16569
C 0.45313 -3.26201 2.05091
C -0.21523 -3.06645 0.80030
C -1.53222 -3.55692 0.60691
C -2.09416 -4.36690 1.59509
C -1.43963 -4.58191 2.81696
C -0.20355 -4.01243 3.06311
H 4.55956 -2.12528 -2.28204
H 4.46020 -2.96679 1.94897
H 5.74785 -2.77813 -0.20538
H 2.21540 -2.65003 3.15260
H -3.08302 -4.79571 1.42800
H -1.92403 -5.18500 3.58250
H 0.31906 -4.15440 4.01248
N 0.45709 -2.30609 -0.17690
Ti -0.35203 -0.45674 -0.08134
C 1.96201 -1.20337 -2.40198
H 1.04979 -1.64193 -2.83482
H 2.66015 -0.94069 -3.20854
C -2.35444 -3.12475 -0.58606
H -1.85307 -3.37074 -1.53561
H -3.34924 -3.59395 -0.57407
P 1.53442 0.37771 -1.54005
P -2.61731 -1.29672 -0.56099
C -3.75076 -1.01180 0.83734
H -4.07985 0.03676 0.80600
H -4.62371 -1.67560 0.75855
H -3.24545 -1.18136 1.79476
C -3.70152 -1.01869 -1.98672
H -4.49752 -1.77488 -2.01030
H -4.14424 -0.01795 -1.92525
H -3.11293 -1.08310 -2.90890
C 3.11179 1.26486 -1.38995
H 3.49890 1.42527 -2.40574
H 2.93798 2.23177 -0.89954
H 3.82578 0.67424 -0.80451
C 0.75845 1.26659 -2.91778
H 0.24553 2.16375 -2.55852
H 1.55004 1.54906 -3.62798
H 0.03322 0.61903 -3.43048
C -0.52686 -0.20193 1.83566
O -0.63960 -0.08563 3.00537
H 1.50703 -0.03976 0.22723
C 1.10825 4.48029 -0.35791
N 1.02364 3.99653 0.98815
C 1.39189 4.88685 2.04091
C 0.32623 2.76492 1.29433
C -0.94504 2.65125 0.50672
C -1.89993 3.65587 0.70674
C -2.97304 3.77001 -0.17584
C -3.06139 2.89778 -1.25993
C -2.15341 1.83778 -1.38579
C -1.18764 1.61909 -0.40007
H 2.02720 5.08323 -0.44404
H 0.25847 5.13389 -0.63507
H 1.15343 3.64566 -1.07726
H 0.61148 5.64672 2.23208
H 1.54564 4.31071 2.96151
H 2.31526 5.41088 1.75797
H 1.01613 1.91984 1.09254
H 0.11952 2.75284 2.37671
H -1.77576 4.35754 1.53499
H -3.72131 4.55129 -0.02333
H -3.84768 3.02006 -2.00449
H -2.22931 1.17121 -2.24988
*
```

Summary:
lowest unoccupied orbital energy (alpha / beta) = -0.155 / -0.153 Ha
HOMO energy (alpha / beta) = -8.97 / -10.07 eV
expectation value of S² = 0.809
relative energy (zero: lowest compared OMol25 entry of this formula, charge and spin) = 37.80 kcal/mol
Kohn-Sham gap (alpha / beta) = 4.748 / 5.916 eV

Löwdin population analysis, charges in e, atoms 1 to 4: number 1, C, carries -0.045; number 2, C, carries -0.250; number 3, C, carries -0.217; number 4, C, carries -0.167

=====

(6)
The following is a quantum chemistry calculation of a single C5H9N3 molecule, from the Open Molecules 2025 dataset.

Geometry as ORCA input:
```
! wB97M-V def2-TZVPD RIJCOSX def2/J DEFGRID3
* xyz 0 1
C 1.36346 1.21404 0.79346
C 0.73839 1.29919 -0.49288
C -1.72562 -0.62235 0.39356
C -2.57230 0.18345 -0.29485
C 0.63271 -1.56619 -0.00779
H 1.87089 0.07136 0.81404
H 0.54312 1.09855 1.66960
H 2.13679 2.00508 0.56152
H 1.08062 2.08900 -1.23899
H -1.91909 -1.49967 1.06837
H -3.53120 -0.04921 0.13754
H -2.29060 0.76262 -1.22856
H 0.26668 -2.15308 0.84736
H 2.13494 -1.02141 -1.19220
N -0.14633 0.45331 -1.06232
N -0.36357 -0.63612 -0.23384
N 1.78111 -1.62857 -0.53404
*
```

Summary:
lowest unoccupied orbital energy = 0.026 Ha
HOMO energy = -8.21 eV
relative energy (zero: lowest compared OMol25 entry of this formula, charge and spin) = 116.61 kcal/mol
Kohn-Sham gap = 8.912 eV

natural (NBO) population analysis, charges in e, atoms 1 to 4: number 1, C, carries -0.778; number 2, C, carries 0.134; number 3, C, carries -0.040; number 4, C, carries -0.466

=====

Max |F| across the listed records, respectively: 5.5; 3.3; 1.5; 5.9; 8.2; 5.9 eV/A.